The following is a quantum chemistry calculation of a cluster of 8 separate species, C46H99FNO17PS in total at a distorted geometry, from the Open Molecules 2025 dataset.

```
166
Properties=species:S:1:pos:R:3:mulliken_charge:R:1
C -2.68755 2.28105 2.80665 -0.906
C -2.74868 3.81367 2.77147 -0.642
C -4.05560 4.41872 3.32234 -0.961
C -4.57695 3.81632 4.63495 0.507
C -4.12809 4.61123 5.89498 -0.579
P -2.37315 5.20311 5.87118 0.315
N -2.15201 6.60738 5.20722 -0.797
O -4.25828 3.78369 7.07483 -0.537
S -5.80181 3.62972 7.48844 1.464
O -5.83341 2.65652 8.52308 -0.710
O -6.39663 4.87718 7.84001 -0.718
C -6.59381 2.99677 5.98904 -0.419
C -6.25362 1.48730 5.93731 -1.656
C -7.18758 0.59860 6.74954 0.153
C -7.07525 -0.85212 6.30333 -1.489
F -8.52753 0.96735 6.62126 -0.345
C -6.13519 3.78594 4.71504 -0.022
C -6.79433 3.17107 3.47630 -1.728
C -8.30765 3.06800 3.62587 0.153
C -8.93462 1.85263 3.77780 -0.230
C -10.28964 1.80831 3.94722 -1.386
C -11.02627 2.95361 3.98168 -0.810
C -10.42104 4.17540 3.80842 -0.677
C -9.06074 4.23468 3.63540 1.596
C -8.47300 5.62140 3.45912 -2.022
H -2.44188 1.96619 3.82923 0.208
H -3.66053 1.84047 2.57042 0.132
H -1.90357 1.87180 2.16883 0.363
H -2.70222 4.10334 1.71478 0.437
H -1.84984 4.25260 3.20761 0.368
H -3.84174 5.47482 3.52007 0.310
H -4.78754 4.41285 2.51652 0.401
H -4.26206 2.78308 4.81747 0.355
H -4.79097 5.47999 5.98680 0.664
H -1.61620 4.14902 5.31511 0.072
H -2.00884 5.29651 7.23468 0.079
H -3.00824 7.00728 4.84313 0.285
H -7.66209 3.11875 6.18094 0.970
H -5.25595 1.36152 6.37241 0.900
H -6.18925 1.08309 4.92563 0.602
H -6.94742 0.60950 7.81393 0.486
H -7.24227 -0.96898 5.22708 0.238
H -6.09027 -1.26356 6.54003 0.376
H -7.82301 -1.46283 6.81298 0.411
H -6.44273 4.82200 4.88291 0.489
H -6.38359 2.19005 3.22270 0.317
H -6.64545 3.77982 2.58270 0.755
H -8.32757 0.95439 3.75836 0.706
H -10.79702 0.85732 4.07411 0.426
H -12.09888 2.92813 4.14373 0.411
H -10.99334 5.09517 3.83604 0.469
H -7.48406 5.60726 2.99982 0.290
H -9.10859 6.25440 2.83739 0.566
H -8.37119 6.12188 4.42827 0.329
C 1.96749 -1.55032 2.58732 -1.042
O 2.02861 -1.97196 1.23383 0.075
C 0.74153 -2.26448 0.70030 -0.655
C 0.25293 -1.14757 -0.19298 -0.483
O -0.00116 0.04392 0.53815 -0.328
C 1.05040 0.98291 0.38549 -0.941
H 2.94628 -1.16145 2.86769 0.231
H 1.22338 -0.76348 2.73059 0.382
H 1.72986 -2.40254 3.23362 0.340
H 0.02603 -2.46788 1.50234 0.424
H 0.83831 -3.17403 0.09821 0.323
H -0.69194 -1.45175 -0.65400 0.368
H 0.97338 -0.95879 -0.99466 0.233
H 1.02549 1.41192 -0.62178 0.392
H 2.02535 0.52328 0.56116 0.346
H 0.90520 1.78451 1.10988 0.358
C 7.49625 -4.09532 0.35435 -0.666
O 6.82254 -3.22346 1.24418 -0.455
C 5.42494 -3.14779 0.99414 0.290
C 4.63321 -3.96755 1.98866 -0.302
O 4.86899 -5.35919 1.81851 -0.293
C 5.74816 -5.90577 2.78470 -0.793
H 8.50691 -4.24353 0.73230 0.254
H 7.00007 -5.06704 0.28829 0.290
H 7.55665 -3.64744 -0.64384 0.271
H 5.19476 -3.45751 -0.03021 0.233
H 5.13760 -2.09680 1.10020 -0.073
H 3.56868 -3.79951 1.80932 -0.047
H 4.85547 -3.65564 3.01438 0.384
H 5.24654 -5.97960 3.75575 0.302
H 6.65766 -5.30872 2.88734 0.345
H 6.02215 -6.90809 2.45758 0.244
C 7.14364 3.08303 -1.97204 -0.567
O 6.51565 4.02453 -1.11603 -0.399
C 5.12676 4.16473 -1.36951 -0.600
C 4.29616 3.42330 -0.34396 -0.623
O 4.46529 2.01713 -0.45989 -0.032
C 5.32872 1.49077 0.53440 -0.816
H 8.14485 2.89756 -1.58640 0.307
H 6.59896 2.13638 -2.00267 0.126
H 7.22721 3.48861 -2.98597 0.310
H 4.87952 3.82803 -2.38131 0.291
H 4.89408 5.23256 -1.30428 0.418
H 3.23771 3.63700 -0.52757 0.301
H 4.53659 3.76219 0.66803 0.442
H 4.82755 1.48824 1.50901 0.288
H 6.25937 2.05821 0.60280 0.436
H 5.56454 0.46252 0.26124 0.120
C 4.53401 0.50746 -6.99171 -0.715
O 4.52673 -0.87161 -6.67232 -0.387
C 5.81109 -1.36043 -6.30560 -0.143
C 5.93387 -1.52318 -4.80659 -0.159
O 5.91246 -0.26780 -4.13998 -0.376
C 4.65894 0.01811 -3.54416 -0.495
H 3.49897 0.83862 -7.06847 0.249
H 5.03546 1.09769 -6.22030 0.304
H 5.02815 0.67126 -7.95583 0.273
H 6.60041 -0.71160 -6.69246 0.086
H 5.92588 -2.34218 -6.77622 0.355
H 6.89872 -1.98871 -4.58079 0.443
H 5.14509 -2.17955 -4.42417 -0.174
H 4.51118 -0.61147 -2.65927 0.184
H 3.83408 -0.13246 -4.24577 0.425
H 4.66375 1.06067 -3.22888 0.094
C 3.54334 -6.31227 -1.47121 -0.463
O 3.59297 -6.68968 -2.83724 -0.401
C 2.30947 -6.94652 -3.38408 -0.507
C 1.82879 -5.78596 -4.22987 -0.518
O 1.57638 -4.63225 -3.43751 -0.389
C 2.61062 -3.66611 -3.52078 -0.767
H 4.52774 -5.94538 -1.18470 0.083
H 2.81082 -5.51976 -1.29744 0.152
H 3.29901 -7.17924 -0.84900 0.412
H 1.58655 -7.17349 -2.59462 0.306
H 2.40122 -7.83246 -4.02090 0.410
H 0.88208 -6.06281 -4.70448 0.398
H 2.54997 -5.56294 -5.02174 0.301
H 2.58808 -3.16704 -4.49586 0.444
H 3.59510 -4.11383 -3.36105 0.413
H 2.43500 -2.92139 -2.74430 0.128
C -8.27312 0.02354 0.29107 -0.909
O -8.65106 -0.71475 1.44010 -0.108
C -9.84679 -1.45782 1.24900 -0.488
C -9.55921 -2.92508 1.01506 -0.647
O -8.89766 -3.13568 -0.22401 -0.377
C -7.50679 -3.36126 -0.07798 -0.662
H -7.26347 0.40047 0.45273 0.222
H -8.27616 -0.59862 -0.60701 0.447
H -8.94726 0.87515 0.14925 0.321
H -10.43524 -1.04312 0.42551 0.398
H -10.43616 -1.35784 2.16655 0.297
H -10.50909 -3.46674 0.96800 0.390
H -8.97573 -3.33955 1.84288 0.333
H -7.32562 -4.35616 0.34265 0.330
H -7.03901 -2.60483 0.55715 0.244
H -7.05586 -3.31452 -1.06824 0.244
C 9.18166 -2.09880 -8.76891 -0.873
O 8.44724 -0.91256 -8.51816 -0.223
C 9.25926 0.25374 -8.53842 -0.433
C 9.09830 1.02095 -9.83287 -0.612
O 9.62066 0.29630 -10.93671 -0.378
C 8.61424 -0.32444 -11.71771 -0.675
H 8.46802 -2.90617 -8.92833 0.247
H 9.80934 -2.00379 -9.65789 0.375
H 9.80697 -2.34804 -7.90486 0.321
H 10.30942 0.00011 -8.36730 0.371
H 8.92796 0.88953 -7.71039 0.364
H 9.66726 1.95333 -9.76244 0.382
H 8.04786 1.27896 -9.99894 0.314
H 8.06579 0.42645 -12.29633 0.326
H 7.91483 -0.89205 -11.09907 0.263
H 9.10393 -1.00796 -12.40985 0.247
```

LUMO: 0.0116 Ha